Record 1
Below is a structure of composition C48H55BrN7O4STeTi, with properties calculated with ωB97M-V with the def2-TZVPD basis set.

Values from the calculation:
- Relative energy (zero: lowest compared OMol25 entry of this formula, charge and spin): 134.72 kJ/mol
- E_tot: -180576.1929 eV
- ⟨S²⟩: 0.76
- Multiplicity: 2
- HOMO-LUMO gap (spin up / spin down): 6.7 / 5.2 eV

Last column: Löwdin spin population.
CARTESIAN COORDINATES (ANGSTROEM)
Ti  0.3642  1.7541  -0.8105  0.019
N  2.5632  0.8436  -3.5957  0.000
C  3.6707  0.7853  -3.2664  0.000
N  4.9575  0.6242  -2.9754  0.000
C  5.2750  0.0977  -1.6364  0.000
C  6.6687  -0.5090  -1.6549  0.000
C  7.6954  0.5138  -2.1412  0.000
C  7.2944  1.0530  -3.5140  0.000
C  5.8956  1.6467  -3.4700  0.000
H  4.5198  -0.6433  -1.3719  0.000
H  5.2302  0.9107  -0.9089  0.000
H  6.6800  -1.3801  -2.3169  0.000
H  6.9137  -0.8513  -0.6474  0.000
H  8.6863  0.0589  -2.1891  0.000
H  7.7469  1.3420  -1.4276  0.000
H  7.3204  0.2402  -4.2455  0.000
H  7.9935  1.8230  -3.8452  0.000
H  5.5667  1.9609  -4.4596  0.000
H  5.8643  2.5109  -2.8030  0.000
Br  -0.8031  3.8391  0.0505  0.002
C  2.0288  3.4389  1.9164  0.000
C  1.6241  4.2327  2.9755  0.000
C  1.8959  5.5941  2.9825  0.000
C  2.5906  6.1738  1.9324  0.000
C  2.9831  5.3909  0.8582  0.000
C  2.6884  4.0349  0.8421  0.000
C  2.9953  3.2700  -0.4037  0.000
O  4.0448  3.3409  -0.9927  0.000
O  1.9678  2.5565  -0.8562  0.003
H  1.0769  3.7808  3.7918  0.000
H  1.5593  6.2017  3.8131  0.000
H  2.8138  7.2325  1.9436  0.000
H  3.4996  5.8236  0.0111  0.000
C  -6.4423  -6.2210  -0.8131  0.000
C  -5.7950  -4.8628  -0.8526  -0.002
C  -6.1963  -3.8507  0.0059  0.009
C  -5.5829  -2.5993  0.0137  0.027
C  -6.0858  -1.5565  0.9793  0.013
C  -4.5255  -2.3724  -0.8713  0.141
Te  -3.5113  -0.3922  -0.8286  0.420
N  -1.5712  0.8009  -1.1125  0.199
C  -1.6042  1.6032  -2.1381  0.023
O  -0.4867  2.1909  -2.4777  0.020
C  -2.8572  1.9896  -2.8599  0.002
C  -3.4197  1.1756  -3.8361  0.004
C  -4.5941  1.5563  -4.4684  0.002
C  -5.2091  2.7513  -4.1245  0.000
C  -4.6391  3.5701  -3.1588  0.003
C  -3.4596  3.1980  -2.5303  0.000
C  -2.9317  -0.8423  1.1448  0.014
C  -2.5550  -2.1512  1.4371  0.011
C  -2.2671  -2.5217  2.7378  -0.001
C  -2.3775  -1.5803  3.7529  0.012
C  -2.7354  -0.2800  3.4528  -0.002
C  -2.9997  0.1257  2.1446  0.011
C  -3.3306  1.5699  1.8955  0.007
C  -4.1219  -3.3639  -1.7654  0.006
C  -3.0144  -3.1257  -2.7607  0.021
C  -4.7617  -4.5977  -1.7435  0.002
H  -7.4312  -6.1755  -0.3586  0.000
H  -5.8375  -6.9151  -0.2255  0.000
H  -6.5394  -6.6385  -1.8153  0.000
H  -7.0163  -4.0313  0.6934  0.002
H  -7.0959  -1.7975  1.3082  0.001
H  -6.1033  -0.5633  0.5270  0.008
H  -5.4440  -1.5026  1.8612  0.000
H  -2.9370  0.2457  -4.1174  0.002
H  -5.0268  0.9201  -5.2296  0.000
H  -6.1279  3.0480  -4.6135  0.000
H  -5.1106  4.5074  -2.8937  0.000
H  -3.0031  3.8331  -1.7807  0.000
H  -2.5090  -2.8916  0.6475  0.000
H  -1.9757  -3.5404  2.9607  0.000
H  -2.1730  -1.8580  4.7791  0.001
H  -2.7981  0.4575  4.2444  0.000
H  -2.5157  2.2030  2.2487  0.000
H  -4.2409  1.8558  2.4275  0.001
H  -3.4665  1.7983  0.8396  0.005
H  -2.1178  -2.7593  -2.2543  0.009
H  -3.3082  -2.3779  -3.5019  0.003
H  -2.7552  -4.0427  -3.2886  0.001
H  -4.4452  -5.3691  -2.4382  0.000
C  -0.0089  -1.1388  -3.1826  0.000
S  0.2112  -1.2425  -1.3964  0.003
O  1.1149  -0.0527  -1.0216  0.000
C  1.3852  -2.5783  -1.3381  0.000
C  2.5033  -2.6101  -2.1644  0.000
C  3.4240  -3.6309  -2.0055  0.000
C  3.2275  -4.6058  -1.0316  0.000
C  2.1140  -4.5597  -0.2074  0.000
C  1.1876  -3.5356  -0.3549  0.000
H  0.0656  -2.1377  -3.6049  0.000
H  0.7630  -0.4676  -3.5657  0.000
H  -0.9941  -0.7189  -3.3663  0.001
H  2.6567  -1.8391  -2.9107  0.000
H  4.3010  -3.6635  -2.6386  0.000
H  3.9528  -5.4000  -0.9121  0.000
H  1.9693  -5.3121  0.5561  0.000
H  0.3211  -3.4697  0.2933  0.000
C  1.2310  -0.3287  5.9212  0.000
C  1.8255  1.0622  5.6970  0.000
C  0.8238  2.1573  6.0525  0.000
C  2.4075  1.2508  4.2918  0.000
N  1.4492  1.4046  3.2263  0.000
C  1.8136  1.9309  1.9356  0.000
N  0.6886  1.4316  1.1540  0.000
N  -0.0986  0.6752  1.9484  0.000
N  0.3338  0.6067  3.1182  0.000
H  0.8777  -0.4234  6.9503  0.000
H  1.9837  -1.1025  5.7532  0.000
H  0.3979  -0.5074  5.2443  0.000
H  2.6891  1.1598  6.3642  0.000
H  -0.0382  2.1220  5.3840  0.000
H  1.2798  3.1470  5.9847  0.000
H  0.4650  2.0254  7.0750  0.000
H  3.0876  0.4076  4.0817  0.000
H  3.0111  2.1617  4.2797  0.000
H  2.7590  1.4704  1.5616  0.000

Record 2
Below is an isolated molecule of H5N2P, with properties calculated with ωB97M-V with the def2-TZVPD basis set.

Values from the calculation:
- Relative energy (zero: lowest compared OMol25 entry of this formula, charge and spin): 57.13 kJ/mol
- E_tot: -12349.2470 eV
- Multiplicity: 1
- Structure (SMILES): NPN
- HOMO-LUMO gap: 9.2 eV

Last column: natural (NBO) charge in e.
CARTESIAN COORDINATES (ANGSTROEM)
N  0.8944  -0.2801  0.8255  -1.219
P  0.6619  -0.0759  -0.7821  0.975
N  -1.0321  -0.3703  -0.6137  -1.158
H  1.8200  -0.5493  1.3255  0.418
H  0.0428  -0.4861  1.3445  0.397
H  0.1486  1.5021  -0.9731  -0.155
H  -1.1368  -1.2555  -0.1773  0.358
H  -1.6324  -0.2820  -1.3744  0.384

Record 3
Below is a structure of composition C3H2N2O2S, with properties calculated with ωB97M-V with the def2-TZVPD basis set.

Values from the calculation:
- Relative energy (zero: lowest compared OMol25 entry of this formula, charge and spin): 612.16 kJ/mol
- E_tot: -21048.3891 eV
- Multiplicity: 1
- HOMO-LUMO gap: 6.9 eV

Last column: natural (NBO) charge in e.
CARTESIAN COORDINATES (ANGSTROEM)
C  0.9454  -0.1056  -0.1264  0.338
C  0.3363  1.1494  0.0879  0.120
C  -1.7368  -0.1414  0.0126  0.337
H  2.6648  -1.0990  0.3383  0.490
H  0.6668  2.1132  0.0491  0.228
N  -0.9777  -1.2997  0.2423  -0.155
N  0.2877  -1.3081  -0.0796  -0.160
O  2.3071  -0.1020  -0.3902  -0.644
O  -1.0498  0.9236  0.1052  -0.429
S  -3.4439  -0.1304  -0.2391  -0.125